No. 1
100
Properties=species:S:1:pos:R:3:forces:R:3:mulliken_charge:R:1 method="wB97M-V/def2-TZVPD" total_charge=-1 energy_ev=-76516.7423 multiplicity=1
C -1.033690 -1.125805 2.990638 0.34 0.42 -0.03 -0.621
O -1.886748 -1.916931 2.203666 -0.06 -0.14 0.09 -0.367
C -2.452214 -3.020503 2.923449 -0.07 0.78 -0.22 -0.032
C -3.941080 -3.052881 2.618625 -0.32 -0.33 0.40 -0.655
C -4.692490 -4.380893 2.926590 0.49 0.08 -0.79 -0.603
C -3.912308 -5.489877 3.631516 -0.39 -0.15 0.55 -1.310
C -3.575020 -5.231133 5.105965 -0.05 0.28 -0.11 0.514
C -4.679587 -4.537770 5.898925 -0.04 0.02 0.25 -0.605
C -4.433536 -4.631510 7.407457 0.49 -0.14 -0.29 -1.019
C -3.106326 -3.985970 7.879762 -0.18 -0.49 0.47 -0.666
C -2.069218 -4.990442 8.425820 0.20 0.22 -0.43 -0.997
C -1.044671 -5.479239 7.387880 0.15 -0.56 0.71 -0.038
C 0.321596 -5.800517 8.017770 -0.13 0.42 -0.62 -1.054
S 1.165120 -7.046929 7.034953 -0.10 -0.03 -0.09 1.197
O 2.523500 -7.111757 7.554035 0.00 -0.14 0.27 -0.713
O 0.362789 -8.255020 7.208112 0.09 -0.13 0.20 -0.713
O 1.090660 -6.511465 5.681836 -0.01 0.20 -0.32 -0.694
H -1.579513 -0.496661 3.705198 -0.16 -0.12 0.02 0.290
H -0.292396 -1.701632 3.553390 -0.05 -0.19 -0.07 0.326
H -0.492852 -0.453639 2.324783 -0.02 -0.01 -0.07 0.140
H -1.924841 -3.924809 2.620560 -0.02 -0.10 0.13 0.244
H -2.302052 -2.819947 3.985914 0.07 -0.38 0.09 0.100
H -4.079438 -2.798088 1.568044 0.09 0.03 -0.03 0.364
H -4.417160 -2.259776 3.199265 0.10 0.17 -0.10 0.172
H -5.618079 -4.150538 3.451987 0.02 -0.10 0.14 0.278
H -4.998481 -4.793431 1.961034 -0.10 -0.04 0.02 0.443
H -2.995530 -5.746771 3.101892 -0.02 0.04 -0.13 0.334
H -4.538257 -6.387400 3.591058 -0.01 -0.02 -0.03 0.456
H -3.349277 -6.178185 5.599357 0.09 -0.06 -0.09 0.385
H -2.663612 -4.637650 5.170977 0.06 -0.05 0.05 -0.368
H -5.644487 -4.997728 5.659304 -0.03 -0.01 0.03 0.373
H -4.765323 -3.479622 5.627197 0.03 -0.01 -0.15 0.215
H -5.267525 -4.200435 7.962834 -0.10 -0.04 -0.06 0.370
H -4.374964 -5.695435 7.654707 -0.22 -0.01 0.12 0.446
H -2.634133 -3.427062 7.069835 -0.12 0.25 0.06 0.376
H -3.346326 -3.311435 8.703563 0.04 0.29 -0.18 0.427
H -2.589011 -5.867085 8.819582 0.02 0.05 0.23 0.318
H -1.527828 -4.534445 9.258625 -0.03 0.07 0.02 0.497
H -1.401515 -6.415673 6.958909 -0.08 0.16 -0.36 0.216
H -0.869031 -4.747419 6.602292 -0.20 -0.03 -0.13 0.210
H 0.945379 -4.910672 7.918707 0.15 -0.02 0.40 0.342
H 0.240956 -6.112644 9.057140 0.10 -0.13 0.01 0.420
O 0.280110 3.061160 1.287733 -1.89 3.13 0.34 -0.888
P 0.441902 3.416145 -0.159315 4.07 -5.34 -1.36 0.761
N -0.553949 2.271407 -0.907136 -0.64 0.51 -0.11 0.245
C -0.464855 1.870189 -2.297476 0.11 0.27 -0.45 -0.530
C -1.949117 2.273466 -0.478519 -0.25 -0.19 0.31 -1.201
N 2.117170 2.912716 -0.256159 0.14 -0.23 -0.14 0.264
C 2.484784 1.692201 -0.951252 -0.03 0.10 -0.27 -0.741
C 2.878230 3.069076 0.974683 -0.09 -0.06 0.09 -1.148
N 0.736800 4.431325 -1.538582 -1.39 2.16 1.73 0.347
C 1.994637 5.198106 -1.599306 0.24 -0.08 -0.20 -1.030
C -0.367498 5.407263 -1.715533 -0.32 -0.36 -0.37 -1.153
H -0.909347 2.604082 -2.985394 -0.01 -0.01 0.02 0.232
H -0.996807 0.926116 -2.434017 -0.07 0.02 0.17 0.382
H 0.556174 1.699261 -2.615557 0.00 0.16 0.00 -0.104
H -2.554216 2.974480 -1.073011 0.01 -0.02 0.00 0.324
H -2.052621 2.530306 0.573682 0.20 0.07 0.00 0.361
H -2.390757 1.282390 -0.602934 0.12 -0.05 -0.07 0.364
H 1.918220 0.815017 -0.612100 0.03 -0.03 -0.04 0.229
H 3.546169 1.490280 -0.791599 -0.01 0.02 0.12 0.381
H 2.367864 1.801498 -2.032455 -0.06 -0.03 0.02 -0.015
H 2.717992 2.249040 1.684367 0.01 0.04 0.05 0.302
H 2.617526 3.997801 1.480566 -0.03 -0.03 0.02 0.349
H 3.945176 3.116008 0.733954 -0.01 -0.05 -0.07 0.366
H 2.181316 5.787617 -0.697464 0.01 0.05 -0.02 0.296
H 1.937596 5.881098 -2.450780 -0.18 0.04 0.05 0.386
H 2.837165 4.539265 -1.769587 -0.04 -0.09 0.12 0.259
H -0.407450 6.142897 -0.906341 0.04 0.08 -0.06 0.346
H -1.328527 4.888369 -1.751462 0.03 -0.05 0.06 0.305
H -0.249794 5.938176 -2.660312 0.03 -0.03 -0.02 0.353
O 1.973719 2.565190 -5.056823 0.69 2.16 1.31 -0.753
P 2.565940 3.102277 -6.303643 -0.44 -3.48 -3.50 0.532
N 1.242173 3.357416 -7.332555 -0.06 0.42 0.27 0.145
C 1.346636 3.679151 -8.742921 0.17 0.28 -0.13 -0.780
C 0.102490 4.049171 -6.738540 -0.21 -0.22 0.30 -0.923
N 3.471925 1.755077 -6.880250 -0.10 0.05 -0.05 0.216
C 3.089095 1.053317 -8.092945 0.08 0.11 -0.19 -1.034
C 3.896222 0.824142 -5.839014 -0.02 -0.03 0.13 -1.077
N 3.637157 4.263362 -6.959680 0.15 0.79 2.26 0.078
C 5.084386 4.019897 -6.808428 0.14 -0.14 -0.19 -0.934
C 3.350805 5.610265 -6.411444 -0.35 0.10 -0.31 -1.019
H 1.604459 4.731688 -8.925865 -0.01 0.00 0.04 0.264
H 0.381704 3.486498 -9.217543 -0.03 0.00 0.07 0.355
H 2.075496 3.063584 -9.255041 0.07 0.07 0.07 0.143
H 0.210145 5.142302 -6.783151 -0.05 -0.02 -0.09 0.327
H -0.019985 3.761563 -5.696050 0.10 -0.04 0.00 0.107
H -0.815809 3.778025 -7.263812 0.04 0.00 -0.07 0.377
H 2.039048 0.735816 -8.094093 0.01 0.00 -0.04 0.326
H 3.711328 0.164552 -8.206916 0.00 -0.02 0.13 0.369
H 3.282826 1.658335 -8.979705 -0.05 -0.02 0.02 0.260
H 3.106576 0.121094 -5.551588 0.00 0.02 0.04 0.321
H 4.207096 1.356706 -4.942293 -0.05 0.00 0.01 0.308
H 4.757489 0.253846 -6.196174 -0.02 0.02 -0.08 0.369
H 5.378089 3.811468 -5.775741 0.04 0.04 0.01 0.309
H 5.620844 4.908479 -7.144520 -0.10 0.08 0.06 0.397
H 5.401315 3.194610 -7.436609 -0.12 -0.11 0.07 0.272
H 3.570154 5.678121 -5.341256 0.07 0.03 -0.01 0.372
H 2.299822 5.865220 -6.559509 -0.01 -0.07 0.01 0.242
H 3.943483 6.358905 -6.935736 0.03 -0.04 -0.04 0.391



No. 2
108
Properties=species:S:1:pos:R:3:forces:R:3:mulliken_charge:R:1 method="wB97M-V/def2-TZVPD" total_charge=0 energy_ev=-63138.1336 multiplicity=1
C 15.167258 11.169910 11.902299 -0.88 0.54 -0.75 -1.364
C 13.786667 11.035068 11.081403 2.43 -0.03 1.86 2.177
C 13.782485 12.114258 10.030712 -0.87 0.58 -0.18 -2.286
C 13.700158 9.686030 10.414346 -0.34 -0.09 -1.08 -1.332
C 13.606195 8.523610 11.325112 -1.92 0.20 2.48 -0.680
C 12.248571 8.650507 12.183589 1.79 1.56 -0.52 -1.203
C 12.231819 10.066111 12.902444 0.42 -1.17 1.05 1.150
C 10.805696 10.396079 13.444554 0.55 -0.49 -0.82 -1.902
C 13.163109 9.930997 14.140896 -0.36 0.97 -0.24 -1.540
N 12.665966 11.136190 12.029238 -0.74 -0.86 -2.63 0.621
O 12.523325 12.389235 12.562642 0.57 0.68 1.14 -0.425
H 16.047719 11.503506 11.327416 -0.39 -0.56 -0.25 0.414
H 15.041163 11.974002 12.620591 -0.11 0.00 0.33 0.187
H 15.349404 10.244421 12.422022 0.42 -0.14 0.22 0.272
H 14.080844 13.101834 10.408121 -0.10 -0.30 -0.10 0.184
H 14.392049 11.846609 9.181769 0.74 -0.15 0.00 0.491
H 12.798513 12.182586 9.574686 -0.45 0.27 0.18 0.407
H 12.791831 9.756125 9.817804 -0.26 -0.27 -0.29 0.413
H 14.501279 9.452414 9.713050 0.33 0.73 -0.07 0.386
H 13.564198 7.594559 10.791765 0.24 -0.54 -0.28 0.437
H 14.451131 8.535388 12.038195 -0.30 -0.39 -0.42 0.228
H 12.245427 7.866363 12.942449 -0.33 0.12 -0.01 0.387
H 11.389419 8.592992 11.523409 -0.15 -0.24 -0.14 0.402
H 10.191097 10.671824 12.590247 -0.24 0.01 0.03 0.417
H 10.798868 11.217489 14.152362 0.14 0.14 0.06 0.381
H 10.389083 9.508420 13.934456 0.08 0.12 -0.11 0.491
H 13.533487 10.926700 14.422608 0.17 -0.24 0.04 0.136
H 14.007801 9.249876 14.038364 -0.16 0.00 0.01 0.331
H 12.488384 9.662992 14.928216 0.12 -0.63 0.83 0.610
H 13.138554 12.455455 13.331472 -0.36 0.38 -0.52 0.263
C 8.084211 17.821398 10.333636 0.25 0.63 -1.25 -2.394
C 8.866903 18.888583 11.094019 -0.42 -0.77 0.04 1.649
C 10.229189 18.247997 11.509763 0.74 0.78 -0.99 -0.703
C 8.948681 20.115388 10.154936 1.30 -0.40 0.60 -1.415
C 9.507832 21.280665 10.935998 0.55 0.86 0.31 -0.098
C 8.551110 21.588401 12.086322 0.22 -1.23 0.06 -1.439
C 8.293443 20.407232 13.031830 1.51 -0.18 0.12 1.773
C 9.511284 20.150398 13.982669 -0.43 -0.29 0.21 -1.531
C 7.049241 20.736154 13.836498 0.14 -0.19 0.57 -2.000
N 8.029393 19.247990 12.197141 -1.71 1.29 -0.34 0.109
O 7.577955 18.125912 12.891913 0.32 0.27 0.41 -0.448
H 7.856556 16.930524 10.884332 0.54 -0.50 0.06 0.248
H 7.132675 18.231166 10.057206 -0.73 0.42 0.01 0.642
H 8.588259 17.688614 9.360148 0.00 -0.66 0.48 0.414
H 10.240818 17.551614 12.373265 -0.36 0.36 -0.54 0.328
H 10.491484 17.691230 10.602679 0.38 -0.17 0.44 0.027
H 11.046493 18.994690 11.656705 -0.65 -0.43 0.06 0.005
H 9.569543 19.830724 9.294834 -0.08 0.22 0.09 0.407
H 7.962231 20.392496 9.815524 -0.45 -0.29 -0.20 0.364
H 10.517648 21.052224 11.297760 -0.15 0.04 0.02 0.021
H 9.637572 22.204279 10.344809 -0.14 -0.43 -0.05 0.378
H 7.567482 21.701729 11.659130 -0.39 0.94 -0.27 0.410
H 8.873488 22.404091 12.720763 -0.10 0.50 -0.17 0.457
H 10.526859 20.288313 13.562472 -0.72 -0.10 0.01 0.207
H 9.392796 19.137815 14.382117 0.34 -0.18 -0.23 0.329
H 9.424546 20.723817 14.896985 0.07 0.64 0.07 0.501
H 6.846324 19.895842 14.513604 -0.09 0.43 0.06 0.418
H 6.188802 20.856052 13.179834 0.01 -0.03 -0.07 0.442
H 7.208723 21.681026 14.389484 -0.11 -0.52 -0.09 0.391
H 8.406531 17.739655 13.185325 0.14 -0.82 0.56 0.390
N 11.068386 13.091281 6.057264 -0.09 1.09 1.62 -0.491
C 11.353942 14.110785 6.993290 -0.46 -0.35 -0.51 0.440
N 12.081129 15.110444 6.365561 -0.22 -0.55 0.79 -0.438
O 10.930833 14.145348 8.155598 0.51 -0.02 -1.61 -0.495
H 10.628840 12.247220 6.374273 0.14 -0.07 0.12 0.222
H 11.722504 13.047024 5.311863 0.09 -0.49 -0.58 0.168
H 12.421783 15.850275 6.972775 0.21 -0.22 -0.20 0.247
H 12.614097 14.815536 5.548465 -0.16 0.67 0.58 0.223
N 16.309068 15.190059 13.634938 -1.31 -1.05 0.39 -0.344
C 15.104778 14.915019 14.288085 -0.08 0.38 0.40 0.511
N 14.721442 15.900321 15.272844 0.57 -1.91 -1.67 -0.544
O 14.484947 13.872631 14.033891 0.66 1.89 0.67 -0.558
H 16.698403 14.441846 13.075810 -0.17 0.22 0.21 0.242
H 16.825401 16.031487 13.716972 0.20 0.54 0.21 0.156
H 13.743342 16.054137 15.449411 -0.13 -0.40 -0.13 0.242
H 15.260484 16.738799 15.294932 0.27 0.35 -0.08 0.180
N 15.356040 18.224927 7.175628 2.22 -1.25 0.16 -0.307
C 16.599337 17.585227 7.410979 -0.42 2.03 -1.33 0.499
N 17.698273 18.164053 6.679783 -1.82 -0.45 1.32 -0.502
O 16.769734 16.680483 8.184297 -0.12 -0.58 0.46 -0.571
H 14.559655 17.915899 7.715456 -0.02 0.04 0.20 0.272
H 15.368629 19.090324 6.675168 -0.29 0.18 0.04 0.211
H 17.447923 18.629096 5.839939 -0.20 0.37 -0.66 0.210
H 18.449499 17.527738 6.551321 0.54 -0.50 0.09 0.272
N 14.375398 19.786921 9.983771 -0.15 3.46 1.90 -0.117
C 14.164675 21.004381 10.674230 -0.65 1.90 0.67 0.461
N 15.522800 21.727596 11.107459 -2.87 -2.11 -1.25 -0.653
O 13.048302 21.552837 10.899844 3.89 -2.19 -0.87 -0.571
H 13.578107 19.179117 9.924815 0.18 -0.47 -0.29 0.122
H 15.339282 19.538971 9.841219 -0.26 -0.51 -0.12 0.197
H 15.299207 22.582699 11.601047 -0.45 -0.02 -0.13 0.301
H 15.944261 21.106519 11.783392 0.27 -0.17 0.06 0.233
N 12.250786 15.662221 10.589609 0.94 0.31 0.50 0.271
C 13.366931 16.247349 10.127585 -0.21 0.20 -1.26 0.292
N 14.522712 16.055702 10.832807 -0.48 0.19 0.10 -0.167
O 13.311895 16.922208 9.083987 0.47 0.24 0.19 -0.689
H 11.485372 15.710207 9.942605 -0.38 -0.53 0.14 0.043
H 12.411906 14.926538 11.249331 -0.82 -0.46 0.13 -0.006
H 14.506029 15.359575 11.552580 0.13 -0.20 0.24 -0.028
H 15.365747 16.125212 10.302092 0.43 0.17 -0.36 0.227
N 8.212644 14.365001 10.363825 1.28 0.51 2.04 -0.340
C 9.144302 13.992724 11.358080 -1.94 0.08 -1.68 0.623
N 10.112264 13.146064 10.885733 0.38 0.20 0.30 -0.113
O 8.977248 14.342380 12.503443 0.61 0.11 0.66 -0.691
H 7.340455 14.736776 10.690343 -0.04 -0.08 -0.03 0.299
H 8.255541 13.850948 9.542498 -0.28 -0.79 -1.65 0.160
H 10.425317 13.191260 9.923612 -0.36 0.24 -0.03 0.313
H 10.870082 13.045251 11.531966 0.37 -0.35 0.42 0.054